76
Properties=species:S:1:pos:R:3 method="wB97M-V/def2-TZVPD" homo_lumo_gap_ha="0.2252 / 0.3232" e_homo_ev="-7.0 / -9.8" spin_multiplicity=4 lumo_energy_ev="-0.858 / -0.964" total_energy_ev=-143075.9028
Ti -1.95124 3.70458 2.31656
As -0.79647 0.23173 1.11395
F 0.27493 -1.21382 1.12985
F 0.61951 1.38574 1.58375
F -1.83889 1.70676 1.16405
F -2.23335 -0.78939 0.62945
F -1.13346 -0.09121 2.87496
F -0.61571 0.54184 -0.58354
C -0.77853 1.13129 -3.37328
O -0.98529 1.52939 -4.71085
H 0.20349 0.66078 -3.42157
H -0.63183 1.98992 -2.71806
H -1.48515 0.39340 -2.99335
H -0.76656 0.79952 -5.29484
C -4.28605 -2.20225 -1.96056
O -5.07147 -3.25580 -1.44949
H -3.27856 -2.59382 -1.82004
H -4.55651 -1.79510 -2.93482
H -4.37621 -1.29293 -1.36633
H -4.90606 -3.99397 -2.04053
C 0.33223 2.30631 4.49530
O -0.04431 3.01208 3.33775
H 0.88794 2.91644 5.20737
H -0.46628 1.75101 4.98734
H 0.93410 1.46207 4.15898
H 0.59052 2.68016 2.69868
C 3.74606 -0.01764 1.35480
O 3.33742 0.60619 2.55094
H 2.87774 -0.47136 0.87703
H 4.22817 0.67728 0.66724
H 4.37290 -0.88790 1.54926
H 2.39747 0.41604 2.59482
C -0.92359 -3.67810 1.87545
O -1.40785 -4.89184 2.23668
H -1.27349 -2.84375 2.48335
H 0.15449 -3.83125 1.92436
H -1.16530 -3.44113 0.83935
H -2.26782 -4.98121 1.81948
C -4.68935 -2.02002 2.62035
O -4.44423 -2.17015 1.18335
H -5.28241 -1.12354 2.80118
H -5.24931 -2.83169 3.08484
H -3.76015 -1.94767 3.18556
H -3.65027 -1.69806 0.92189
C -4.80596 1.88502 1.78325
O -4.34161 3.25466 1.82418
H -4.16570 1.35435 1.07858
H -4.81570 1.41049 2.76448
H -5.80914 1.74202 1.38162
H -4.43643 3.58704 2.71980
C 2.00749 -1.59656 -1.93497
C 3.04887 -2.75540 -2.21069
C 4.36116 -2.08403 -2.44466
O 5.15427 -2.47584 -1.39615
C 4.41245 -3.37382 -0.65737
O 4.83816 -3.92343 0.30381
O 3.30195 -3.60560 -1.21208
H 1.13087 -2.02603 -1.45001
H 1.69509 -0.96894 -2.76961
H 2.15188 -0.92437 -1.08916
H 2.73661 -3.43273 -3.00557
H 4.22378 -1.02822 -2.67811
H 4.81459 -2.41885 -3.37762
C 4.10597 3.53772 -2.46471
C 2.66665 2.99703 -2.24698
C 2.31713 2.38712 -0.94788
O 1.23335 3.06156 -0.55069
C 0.80123 3.89878 -1.49536
O -0.28573 4.52003 -1.40487
O 1.74171 4.00786 -2.33624
H 4.25276 4.27624 -3.25283
H 4.85840 2.78596 -2.70306
H 4.49486 4.01778 -1.56671
H 2.45094 2.29620 -3.05347
H 3.14364 2.43051 -0.23859
H 2.07522 1.32452 -0.96901